Entry 1:
{"formula": "C19H31F6O6S", "method": "wB97M-V/def2-TZVPD", "e_lumo_ev": 1.78, "gap_ev": 7.997, "total_charge": -1, "elements": ["C", "O", "C", "C", "C", "C", "C", "C", "C", "C", "C", "C", "C", "C", "O", "O", "C", "C", "C", "C", "F", "C", "F", "F", "H", "H", "H", "H", "H", "H", "H", "H", "H", "H", "H", "H", "H", "H", "H", "H", "H", "H", "H", "H", "H", "H", "H", "H", "H", "H", "H", "H", "H", "H", "H", "C", "F", "F", "F", "S", "O", "O", "O"], "coordinates": [[2.353, -1.366, 2.761], [2.699, -2.405, 1.857], [1.894, -2.468, 0.697], [2.628, -1.921, -0.533], [2.896, -0.420, -0.358], [3.375, 0.305, -1.627], [2.427, 0.226, -2.838], [1.337, 1.315, -2.824], [0.222, 0.932, -1.812], [0.118, 1.896, -0.602], [-0.496, 1.178, 0.616], [-2.015, 1.218, 0.581], [-2.659, 0.408, 1.716], [-2.522, -1.098, 1.621], [-1.672, -1.667, 2.259], [-3.373, -1.877, 0.878], [-3.665, -1.427, -0.442], [-2.524, -1.664, -1.455], [-1.461, -2.672, -1.012], [-1.721, -4.085, -1.444], [-2.757, -4.384, -2.278], [-0.896, -5.091, -1.015], [-0.818, -5.484, 0.249], [-0.061, -5.778, -1.793], [1.366, -0.939, 2.575], [2.367, -1.783, 3.770], [3.081, -0.550, 2.735], [1.720, -3.536, 0.505], [0.907, -2.017, 0.827], [2.021, -2.141, -1.414], [3.581, -2.446, -0.619], [2.050, 0.089, 0.102], [3.714, -0.348, 0.363], [3.482, 1.362, -1.371], [4.357, -0.073, -1.918], [3.022, 0.343, -3.749], [1.927, -0.739, -2.923], [0.890, 1.338, -3.819], [1.762, 2.287, -2.574], [0.404, -0.071, -1.426], [-0.729, 0.978, -2.347], [-0.504, 2.748, -0.864], [1.124, 2.238, -0.359], [-0.116, 1.702, 1.492], [-0.109, 0.154, 0.674], [-2.351, 0.953, -0.424], [-2.309, 2.257, 0.729], [-3.696, 0.722, 1.858], [-2.136, 0.685, 2.628], [-4.529, -2.008, -0.765], [-4.003, -0.391, -0.452], [-2.988, -2.067, -2.357], [-2.096, -0.712, -1.757], [-0.513, -2.379, -1.471], [-1.282, -2.687, 0.068], [-0.746, 6.194, 2.633], [0.206, 7.135, 2.504], [-1.130, 6.196, 3.921], [-1.803, 6.600, 1.905], [-0.143, 4.535, 2.099], [0.973, 4.282, 2.985], [0.218, 4.736, 0.712], [-1.297, 3.684, 2.321]], "lowdin_charge": [-0.10, -0.17, -0.24, -0.16, -0.19, -0.19, -0.22, -0.19, -0.20, -0.19, -0.20, -0.19, -0.08, -0.46, 0.11, -0.01, -0.17, -0.13, -0.11, -0.18, 0.05, -0.28, 0.14, 0.12, 0.08, 0.08, 0.08, 0.12, 0.09, 0.09, 0.12, 0.09, 0.11, 0.11, 0.10, 0.10, 0.09, 0.10, 0.11, 0.08, 0.10, 0.11, 0.10, 0.10, 0.09, 0.09, 0.10, 0.13, 0.13, 0.12, 0.11, 0.11, 0.08, 0.11, 0.11, -0.67, 0.10, 0.10, 0.10, 0.44, -0.33, -0.32, -0.33]}



Entry 2:
{"formula": "C5H9N", "method": "wB97M-V/def2-TZVPD", "e_lumo_ev": 1.12, "gap_ev": 10.371, "total_charge": 0, "elements": ["C", "C", "C", "C", "C", "N", "H", "H", "H", "H", "H", "H", "H", "H", "H"], "coordinates": [[-1.210, 0.758, -0.644], [0.271, -1.091, -0.134], [-1.589, -1.394, -0.135], [0.254, 0.383, -0.419], [1.021, 1.343, 0.598], [-2.106, -0.102, -0.407], [-1.611, 1.633, -0.919], [0.635, -1.444, 0.927], [0.626, -1.695, -0.881], [-1.901, -2.233, -0.944], [-1.782, -1.906, 0.899], [0.755, 0.775, -1.244], [1.151, 0.815, 1.484], [0.366, 2.122, 0.737], [1.970, 1.613, 0.181]], "lowdin_charge": [-0.12, -0.06, -0.16, -0.34, -0.03, -0.01, 0.07, 0.12, 0.04, 0.12, 0.10, 0.10, 0.05, 0.04, 0.07]}



Entry 3:
{"formula": "C34H70NO10S2", "method": "wB97M-V/def2-TZVPD", "e_lumo_ev": -1.87, "gap_ev": 9.020, "total_charge": 1, "elements": ["C", "C", "O", "C", "C", "C", "C", "S", "C", "C", "C", "C", "C", "C", "C", "C", "O", "C", "N", "C", "O", "C", "C", "C", "C", "C", "S", "O", "O", "O", "C", "C", "C", "O", "C", "H", "H", "H", "H", "H", "H", "H", "H", "H", "H", "H", "H", "H", "H", "H", "H", "H", "H", "H", "H", "H", "H", "H", "H", "H", "H", "H", "H", "H", "H", "H", "H", "H", "H", "H", "H", "H", "H", "H", "H", "H", "H", "H", "H", "H", "H", "H", "H", "H", "H", "H", "H", "C", "C", "O", "C", "H", "H", "H", "H", "H", "H", "C", "C", "O", "C", "H", "H", "H", "H", "H", "H", "C", "C", "O", "C", "H", "H", "H", "H", "H", "H"], "coordinates": [[3.552, 2.144, 0.567], [3.098, 2.640, -0.876], [2.027, 1.783, -1.287], [1.130, 2.316, -2.258], [1.765, 3.299, -3.298], [2.939, 2.636, -4.156], [2.448, 2.252, -5.613], [3.044, 0.536, -6.045], [0.690, 1.025, -3.113], [-0.282, 0.026, -2.408], [0.545, -1.310, -2.158], [-0.308, -2.551, -1.768], [-0.447, -2.863, -0.230], [0.762, -2.438, 0.664], [-1.852, -2.349, 0.340], [-1.457, -0.259, -3.459], [-1.050, -1.237, -4.434], [-0.694, -0.632, -5.680], [-0.876, 0.405, -1.104], [-0.689, 1.785, -0.594], [-1.878, 2.084, 0.156], [-0.250, 2.872, -1.614], [0.189, 4.130, -0.759], [-0.963, 4.979, -0.131], [-0.281, 6.243, 0.553], [0.707, 5.816, 1.683], [-0.072, 4.734, 2.943], [-1.514, 5.033, 3.079], [0.236, 3.308, 2.638], [0.665, 5.066, 4.395], [-1.255, 3.287, -2.740], [-2.738, 2.772, -2.637], [-3.752, 3.735, -1.929], [-4.894, 2.919, -1.571], [-5.276, 3.128, -0.210], [3.511, 3.014, 1.257], [2.837, 1.377, 0.956], [4.552, 1.666, 0.510], [3.945, 2.489, -1.596], [2.861, 3.723, -0.820], [1.039, 3.663, -4.070], [2.164, 4.243, -2.845], [3.298, 1.736, -3.614], [3.789, 3.351, -4.286], [2.868, 2.907, -6.407], [1.338, 2.265, -5.717], [3.281, -0.128, -4.867], [0.347, 1.370, -4.117], [1.652, 0.490, -3.316], [1.370, -1.024, -1.465], [1.035, -1.530, -3.140], [-1.346, -2.569, -2.192], [0.186, -3.445, -2.230], [-0.516, -3.978, -0.145], [0.747, -3.015, 1.616], [1.753, -2.481, 0.158], [0.617, -1.358, 0.979], [-1.734, -1.734, 1.264], [-2.331, -1.715, -0.458], [-2.527, -3.220, 0.474], [-2.371, -0.682, -2.978], [-1.652, 0.674, -4.044], [0.336, -0.184, -5.641], [-1.460, 0.067, -6.089], [-0.611, -1.471, -6.419], [-1.892, 0.217, -1.104], [-0.505, -0.233, -0.382], [0.083, 1.724, 0.217], [-1.609, 2.410, 1.025], [0.781, 3.706, 0.099], [0.872, 4.825, -1.292], [-1.663, 5.414, -0.888], [-1.529, 4.484, 0.686], [0.331, 6.772, -0.225], [-1.035, 6.953, 0.954], [1.153, 6.688, 2.216], [1.572, 5.231, 1.277], [0.060, 5.626, 4.913], [-0.927, 3.037, -3.780], [-1.306, 4.409, -2.747], [-2.860, 1.773, -2.148], [-3.130, 2.626, -3.678], [-3.386, 4.189, -0.985], [-4.116, 4.463, -2.689], [-5.904, 4.047, -0.156], [-4.429, 3.103, 0.514], [-5.944, 2.270, 0.061], [2.885, -5.518, 2.340], [1.479, -6.029, 2.169], [0.599, -5.317, 1.724], [1.207, -7.453, 2.569], [2.937, -4.479, 2.013], [3.174, -5.569, 3.391], [3.572, -6.111, 1.734], [1.422, -7.589, 3.630], [1.821, -8.130, 1.973], [0.158, -7.685, 2.392], [2.256, 1.569, 6.508], [1.682, 0.505, 5.610], [2.030, -0.651, 5.700], [0.658, 0.938, 4.594], [2.979, 1.116, 7.187], [2.764, 2.328, 5.910], [1.460, 2.028, 7.098], [1.095, 1.667, 3.913], [-0.208, 1.370, 5.099], [0.333, 0.071, 4.019], [-1.916, -9.321, 4.955], [-1.542, -10.288, 3.862], [-0.413, -10.341, 3.427], [-2.628, -11.186, 3.332], [-1.039, -8.740, 5.239], [-2.690, -8.638, 4.599], [-2.273, -9.868, 5.829], [-3.433, -10.585, 2.905], [-3.017, -11.815, 4.135], [-2.218, -11.827, 2.552]], "lowdin_charge": [-0.04, -0.22, -0.11, -0.36, -0.11, -0.22, -0.50, 0.68, -0.03, -0.30, -0.10, -0.14, -0.38, -0.08, -0.06, -0.13, -0.19, -0.09, 0.19, -0.23, 0.01, -0.23, -0.12, -0.17, -0.19, -0.21, 0.72, -0.30, -0.33, -0.17, -0.09, -0.14, -0.20, -0.21, -0.11, 0.07, 0.08, 0.08, 0.12, 0.11, 0.12, 0.11, 0.07, 0.12, 0.07, 0.05, -0.14, 0.10, 0.10, 0.12, 0.13, 0.11, 0.13, 0.12, 0.07, 0.08, 0.07, 0.08, 0.05, 0.09, 0.14, 0.11, 0.04, 0.10, 0.11, 0.16, 0.14, 0.17, 0.09, 0.10, 0.12, 0.11, 0.08, 0.13, 0.12, 0.12, 0.10, 0.10, 0.11, 0.13, 0.10, 0.13, 0.09, 0.13, 0.10, 0.08, 0.10, -0.01, -0.48, 0.04, -0.02, 0.07, 0.09, 0.09, 0.09, 0.09, 0.08, -0.02, -0.50, 0.07, -0.03, 0.08, 0.08, 0.09, 0.05, 0.09, 0.08, -0.02, -0.51, 0.06, -0.02, 0.08, 0.09, 0.09, 0.09, 0.09, 0.08]}



Entry 4:
{"formula": "C3H10N2O", "method": "wB97M-V/def2-TZVPD", "e_lumo_ev": 1.08, "gap_ev": 10.052, "total_charge": 0, "elements": ["C", "N", "C", "O", "C", "N", "H", "H", "H", "H", "H", "H", "H", "H", "H", "H"], "coordinates": [[-0.356, 0.341, -0.391], [0.655, 0.211, 0.631], [0.640, 1.248, 1.622], [1.765, 1.083, 2.493], [-0.335, -0.750, -1.472], [-1.321, -1.797, -1.202], [-0.172, 1.250, -0.914], [-1.389, 0.402, -0.023], [0.708, -0.713, 1.039], [0.754, 2.205, 1.117], [-0.206, 1.212, 2.306], [2.535, 0.847, 1.950], [-0.522, -0.251, -2.419], [0.649, -1.181, -1.525], [-1.166, -2.639, -1.740], [-2.240, -1.468, -1.472]], "lowdin_charge": [-0.25, -0.06, -0.31, -0.08, -0.27, -0.02, 0.10, 0.12, 0.12, 0.12, 0.12, 0.09, 0.10, 0.10, 0.06, 0.06]}



Entry 5:
{"formula": "C2H8OS", "method": "wB97M-V/def2-TZVPD", "e_lumo_ev": 0.72, "gap_ev": 9.132, "total_charge": 0, "elements": ["S", "C", "C", "H", "H", "H", "H", "H", "H", "O", "H", "H"], "coordinates": [[-1.558, 0.524, -1.157], [-0.943, 0.564, 0.537], [-0.133, -0.160, -2.022], [-1.511, 1.333, 1.085], [0.129, 0.821, 0.580], [-1.092, -0.408, 1.039], [0.056, -1.230, -1.830], [0.792, 0.403, -1.813], [-0.388, -0.034, -3.088], [1.722, -0.274, 2.075], [2.014, -1.207, 1.963], [0.912, -0.333, 2.630]], "lowdin_charge": [0.72, -0.47, -0.45, 0.03, 0.02, 0.03, 0.04, 0.04, 0.03, -0.09, 0.06, 0.05]}



Entry 6:
{"formula": "C5H8O", "method": "wB97M-V/def2-TZVPD", "e_lumo_ev": 0.98, "gap_ev": 9.696, "total_charge": 0, "elements": ["C", "C", "C", "C", "C", "O", "H", "H", "H", "H", "H", "H", "H", "H"], "coordinates": [[-1.312, -0.181, -2.000], [-0.417, -0.627, -0.952], [0.260, -0.071, -0.005], [0.585, 0.997, 0.914], [1.047, -0.098, 1.847], [1.013, -1.162, 0.929], [-2.269, -0.682, -1.898], [-1.503, 0.883, -1.916], [-0.878, -0.416, -2.969], [1.405, 1.593, 0.533], [-0.235, 1.619, 1.266], [2.046, 0.029, 2.236], [0.346, -0.223, 2.669], [-0.087, -1.663, -0.652]], "lowdin_charge": [-0.08, -0.13, -0.18, -0.10, -0.26, -0.10, 0.08, 0.08, 0.08, 0.12, 0.12, 0.11, 0.11, 0.15]}



Entry 7:
{"formula": "CHCl2NO", "method": "wB97M-V/def2-TZVPD", "e_lumo_ev": 0.14, "gap_ev": 10.011, "total_charge": 0, "elements": ["C", "N", "O", "Cl", "Cl", "H"], "coordinates": [[-0.674, 1.348, 0.341], [-0.459, 0.622, 1.218], [-0.146, 0.175, 2.231], [-0.739, 1.753, -1.270], [0.517, -2.204, -1.606], [1.501, -1.694, -0.914]], "lowdin_charge": [-0.55, -0.22, 0.06, 0.69, 0.24, -0.22]}



Entry 8:
{"formula": "C2H6N4S", "method": "wB97M-V/def2-TZVPD", "e_lumo_ev": 0.35, "gap_ev": 9.107, "total_charge": 0, "elements": ["C", "C", "H", "H", "H", "H", "H", "H", "N", "N", "N", "N", "S"], "coordinates": [[0.186, 0.900, -0.620], [-0.033, -0.208, 1.499], [1.660, -0.751, -0.023], [2.978, -0.383, -0.758], [-0.519, 1.829, -0.801], [-2.013, -0.789, -1.734], [-0.800, -0.889, 1.904], [1.284, 0.241, 2.849], [1.945, -0.707, -0.990], [1.309, 0.538, -1.327], [-0.423, 0.004, 0.187], [1.122, 0.109, 1.813], [-1.949, -0.189, -0.280]], "lowdin_charge": [-0.31, -0.35, -0.01, 0.13, 0.13, 0.01, 0.12, 0.10, -0.02, -0.04, -0.62, 0.09, 0.78]}



Number 1: strongest force on any atom 1.927 eV/A, E_HOMO -6.22 eV. Number 2: strongest force on any atom 4.886 eV/A, E_HOMO -9.25 eV. Number 3: strongest force on any atom 3.261 eV/A, E_HOMO -10.89 eV. Number 4: strongest force on any atom 1.554 eV/A, E_HOMO -8.97 eV. Number 5: strongest force on any atom 1.231 eV/A, E_HOMO -8.42 eV. Number 6: strongest force on any atom 3.602 eV/A, E_HOMO -8.71 eV. Number 7: strongest force on any atom 4.568 eV/A, E_HOMO -9.87 eV. Number 8: strongest force on any atom 6.561 eV/A, E_HOMO -8.75 eV.